1.
Molecular formula: C16H28GaIO2P2
Method: DFT, ωB97M-V/def2-TZVPD

```
50
Properties=species:S:1:pos:R:3:forces:R:3
C 0.210053 -2.414826 1.937979 -0.60 0.16 0.02
C 0.893204 -1.144113 1.513813 1.44 1.00 1.28
H -0.585044 -2.222874 2.672300 0.39 -0.17 -0.23
H 0.969256 -3.064262 2.391969 -0.01 0.17 0.06
H -0.188301 -2.974231 1.075077 -0.02 0.21 0.25
O 1.014688 -0.101647 2.179645 -0.41 -2.73 -2.22
I -1.114403 -0.244751 -3.004261 -0.38 -0.52 -0.05
Ga -0.186460 -0.211261 -0.648323 -0.80 2.13 -0.74
P -2.066248 0.564505 0.676906 -1.13 0.55 0.71
C -1.866504 1.621909 2.165329 0.51 -0.09 0.05
C -3.227386 1.526375 -0.372205 0.10 -0.28 -0.27
H -4.145149 1.774724 0.189325 0.41 -0.24 -0.15
H -3.979394 -0.797493 1.541149 0.53 0.12 -0.15
H -3.464633 0.930812 -1.265662 -0.11 0.25 0.29
H -2.870485 -1.674335 0.434785 -0.23 0.04 0.17
H -1.799204 2.685803 1.883079 -0.04 -0.46 -0.04
H -2.745352 2.461082 -0.701755 -0.13 -0.41 0.22
C -2.922917 -0.947334 1.255556 0.00 -0.11 -0.26
H -2.721573 1.479039 2.854369 0.39 -0.02 -0.44
H -2.370986 -1.370202 2.104103 -0.24 0.23 -0.15
H -0.924927 1.344679 2.663541 -0.40 0.10 0.03
P 1.538019 -2.746972 -1.255174 1.34 -1.12 -0.57
C 2.652089 -4.029658 -0.637792 0.13 -0.04 0.42
C 0.058441 -3.669780 -1.845075 -0.87 0.63 0.41
H 1.789802 -2.000044 -3.596537 -0.02 0.02 0.42
H 3.268231 -2.749515 -2.946396 -0.29 0.09 0.21
H 2.837801 -1.109794 -2.447602 -0.04 -0.10 -0.14
C 2.423578 -2.090913 -2.704713 0.01 0.56 -0.05
H -0.686828 -2.964106 -2.244597 0.27 -0.29 0.15
H 0.323156 -4.347990 -2.679864 0.36 0.30 0.57
H 3.246737 -4.432148 -1.466478 -0.35 -0.13 0.20
H 2.087217 -4.809316 -0.111979 0.24 0.08 -0.19
H -0.413460 -4.234822 -1.020712 0.35 0.13 -0.39
H 3.343036 -3.549093 0.058885 0.06 -0.20 -0.06
C 1.874228 -1.452016 0.253002 2.27 2.05 0.88
O 3.029415 -1.001316 0.277337 -3.63 -1.56 -0.79
C 1.106129 1.399893 -1.086158 1.40 1.49 0.38
C 0.688959 2.660367 -0.388430 -0.16 -1.61 -0.35
C -0.309757 3.515370 -0.890967 -0.55 0.54 -0.21
C -0.693124 4.662790 -0.196325 -0.04 -0.27 -0.57
C -0.074563 4.998456 1.013122 -0.03 -0.09 0.14
C 0.903542 4.150169 1.538018 0.32 -0.44 -0.04
C 1.244935 2.984240 0.861069 0.17 0.08 0.81
H 2.099303 1.045656 -0.767225 -0.33 0.21 0.11
H 1.086856 1.444274 -2.189397 -0.36 -0.06 0.64
H -0.791355 3.263418 -1.835120 0.11 0.14 0.10
H -1.472903 5.311000 -0.604478 0.29 -0.24 0.10
H -0.386676 5.886323 1.569797 0.16 -0.26 -0.28
H 1.397851 4.377644 2.483465 -0.22 -0.03 -0.27
H 1.921106 2.266290 1.313602 0.15 0.22 -0.02
```
Forces are in eV/Å.

Values from the calculation:
Molar mass = 510.973 g mol⁻¹
Energy above the lowest of the compared OMol25 structures with the same formula, charge and spin = 0.00 kcal per mole
Kohn-Sham gap (alpha / beta) = 5.91 / 4.98 eV
E_HOMO (alpha / beta) = -14.9 / -14.4 eV
F_max = 4.0 eV/A
E_tot = -100179.4262 eV
Total charge = +2

2.
Molecular formula: C35H40N2O3PtSSb2
Method: DFT, ωB97M-V/def2-TZVPD

```
84
Properties=species:S:1:pos:R:3:forces:R:3
Pt 0.806803 0.197101 -0.360928 0.33 -0.51 -0.02
O -0.922442 -1.427196 2.227074 -0.16 0.18 -0.27
C 0.002128 -2.478810 2.407366 -0.05 -0.11 0.10
C 1.344265 -2.203216 1.677269 0.70 -0.10 0.44
O 2.228894 -3.038918 1.800417 -0.24 -0.01 -0.41
O 1.562985 -1.063595 1.107121 -0.27 0.22 -0.49
C 0.208084 -2.569073 3.929893 0.03 0.14 0.02
C -0.925993 -2.405064 4.725238 0.00 -0.02 -0.01
C -0.840300 -2.471362 6.105246 -0.02 0.00 0.00
C 0.383377 -2.702999 6.718763 0.00 -0.01 0.01
C 1.511249 -2.874151 5.935264 0.00 -0.01 -0.02
C 1.428438 -2.812061 4.548478 -0.05 0.04 0.00
C -0.577394 -3.819785 1.930702 0.12 -0.03 -0.08
C 0.144774 -5.002547 2.097672 0.01 -0.02 -0.04
C -0.367063 -6.208994 1.651848 -0.03 0.03 0.02
C -1.619372 -6.262667 1.050598 -0.01 -0.01 0.02
C -2.356755 -5.099435 0.917051 -0.02 -0.01 -0.05
C -1.836676 -3.885155 1.353006 -0.07 0.05 0.02
H -1.014053 -1.252809 1.281033 0.10 0.08 0.06
H -1.881715 -2.218884 4.254221 0.00 0.00 -0.01
H -1.733010 -2.339780 6.703736 0.00 0.00 0.00
H 0.454061 -2.750532 7.797892 0.00 0.00 0.00
H 2.473032 -3.052909 6.399126 0.00 0.00 0.00
H 2.317366 -2.949763 3.953268 0.03 0.01 -0.02
H 1.115706 -4.965792 2.568832 0.01 0.00 -0.01
H 0.210101 -7.115441 1.784356 0.00 0.00 0.00
H -2.021624 -7.208367 0.709939 -0.01 0.00 0.00
H -3.346926 -5.132102 0.479266 0.00 0.01 -0.01
H -2.437739 -2.989090 1.276446 0.00 0.02 -0.04
C -3.481123 2.987666 2.650190 0.01 0.01 0.06
Sb -1.511696 2.360130 2.059322 0.00 -0.25 -0.21
C -0.768853 2.069753 4.039039 0.06 0.11 -0.05
C -0.712068 4.354984 1.792226 0.17 0.09 -0.15
C -1.426153 5.018196 0.665331 -0.08 0.03 -0.06
C -2.550350 5.798791 0.956221 -0.01 -0.05 0.01
C -3.317138 6.391233 -0.029160 -0.01 0.02 0.03
C -2.964252 6.227787 -1.360282 0.01 0.01 -0.03
C -1.841792 5.481701 -1.666852 -0.02 -0.02 0.00
C -1.063167 4.864305 -0.683318 -0.04 -0.02 -0.14
C 0.168236 4.140987 -1.158291 0.05 -0.03 0.00
Sb -0.022288 2.095394 -1.821387 -0.05 0.12 0.30
C 1.096922 2.264441 -3.618268 -0.03 -0.13 0.02
C -2.045749 2.077894 -2.440210 0.05 0.12 -0.13
H -4.037708 3.344095 1.784623 0.00 0.00 0.00
H -3.447827 3.774106 3.404608 0.03 -0.01 0.01
H -3.996847 2.121735 3.066380 -0.02 0.01 -0.01
H -0.951408 2.969849 4.626601 0.02 -0.03 0.01
H 0.298417 1.857429 4.007443 0.00 -0.01 -0.01
H -1.282978 1.225680 4.487252 -0.03 -0.12 0.06
H 0.359205 4.269149 1.610095 0.03 -0.06 0.06
H -0.854558 4.906509 2.721274 -0.02 -0.02 0.02
H -2.823078 5.933625 1.996275 0.00 0.00 0.00
H -4.179500 6.986316 0.242388 0.00 0.00 -0.01
H -3.540739 6.695216 -2.147605 0.00 0.00 0.00
H -1.538675 5.386852 -2.704892 0.00 -0.01 0.00
H 1.011592 4.198147 -0.472331 -0.03 -0.05 0.08
H 0.476237 4.601828 -2.099243 0.13 0.04 0.06
H 0.718811 3.066018 -4.250710 -0.04 0.01 0.04
H 1.074847 1.321520 -4.162286 0.00 0.00 -0.01
H 2.124923 2.479040 -3.328409 0.01 0.01 -0.03
H -2.105292 2.738810 -3.305002 -0.12 -0.01 0.00
H -2.659859 2.483430 -1.638662 0.03 0.00 0.05
H -2.389455 1.083395 -2.705488 0.01 0.29 0.16
C -2.215669 -1.475774 -3.157557 -0.07 -0.08 -0.06
C -0.950631 -2.258905 -3.293147 0.12 0.03 0.17
C -0.857695 -3.252278 -4.231010 -0.08 -0.16 -0.20
C 0.323888 -3.974704 -4.374335 -0.19 0.03 -0.10
C 1.443624 -3.677879 -3.624353 0.12 0.17 0.15
C 1.445924 -2.657317 -2.682926 -0.73 0.01 -0.24
C 2.710633 -2.412944 -1.970192 0.37 0.38 0.07
C 0.191037 -1.938301 -2.452698 -0.02 0.06 0.44
N -0.091001 -1.040114 -1.508369 0.29 0.01 -0.38
H -2.945925 -1.799755 -3.897364 0.00 -0.05 0.01
H -2.027423 -0.413477 -3.305498 0.05 -0.35 -0.08
H -2.640328 -1.591217 -2.161222 0.01 0.04 0.05
H -1.711913 -3.483420 -4.854118 0.02 -0.02 -0.01
H 0.372649 -4.771122 -5.106802 0.00 -0.02 0.01
H 2.354651 -4.240541 -3.781364 0.00 0.00 0.01
H 3.533626 -2.858266 -2.529077 -0.01 0.05 0.04
H 2.702057 -2.871859 -0.991349 -0.08 -0.08 0.54
H 2.914739 -1.354988 -1.823802 -0.07 0.13 0.10
S 3.280012 3.819269 1.532781 0.02 0.05 -0.04
C 2.442211 2.564776 0.968131 -0.09 -0.05 0.07
N 1.792442 1.676787 0.568197 -0.16 -0.13 0.14
```
Forces are in eV/Å.

Values from the calculation:
Molar mass = 1007.381 g mol⁻¹
Energy above the lowest of the compared OMol25 structures with the same formula, charge and spin = 29.42 kcal per mole
Kohn-Sham gap (alpha / beta) = 5.37 / 5.26 eV
E_HOMO (alpha / beta) = -8.0 / -8.0 eV
F_max = 0.8 eV/A
E_tot = -73221.6421 eV
Total charge = 0

3.
Molecular formula: C5H6F2N
Method: DFT, ωB97M-V/def2-TZVPD

```
14
Properties=species:S:1:pos:R:3:forces:R:3
C 0.532352 -1.150837 -1.103224 0.91 0.80 -0.53
C 0.437404 0.254046 -1.237841 -0.71 -1.00 3.55
C 0.037768 0.922027 -0.051072 -0.56 -4.99 0.43
C 0.248674 -1.807078 0.198037 0.08 0.29 -0.91
C -0.700368 1.972540 0.540465 -0.54 2.87 -0.71
N -0.208443 -0.837305 1.136838 -0.41 4.43 -1.19
F 0.672680 0.917915 -2.308426 0.41 0.50 -1.66
F 0.677301 -0.554714 2.148478 0.20 -0.94 -0.29
H 0.785468 -1.811839 -1.957119 -0.47 0.61 0.32
H -0.715366 -2.338385 -0.112019 1.01 -0.21 0.65
H 1.050179 -2.461660 0.585232 -0.49 0.02 -0.34
H -1.029630 2.864442 -0.109675 0.40 -1.66 0.16
H -0.202651 2.566367 1.327906 0.15 -0.94 0.27
H -1.585368 1.464482 0.942419 0.02 0.19 0.25
```
Forces are in eV/Å.

Values from the calculation:
Molar mass = 118.106 g mol⁻¹
Energy above the lowest of the compared OMol25 structures with the same formula, charge and spin = 89.41 kcal per mole
Kohn-Sham gap (alpha / beta) = 7.52 / 7.29 eV
E_HOMO (alpha / beta) = -14.6 / -14.5 eV
F_max = 5.0 eV/A
E_tot = -12192.8560 eV
Total charge = +1

4.
Molecular formula: ClH6NSi2
Method: DFT, ωB97M-V/def2-TZVPD

```
10
Properties=species:S:1:pos:R:3:forces:R:3
N -0.094689 0.061294 -0.663011 0.30 0.65 0.46
Si 1.609982 0.317139 -0.257430 -2.55 -2.26 1.38
Si -1.352057 -0.222104 0.524739 1.40 -1.22 -1.33
Cl -3.120129 0.097618 -0.465298 -0.32 -0.47 -0.18
H -0.413833 -0.163437 -1.583264 0.04 -0.10 -0.57
H 2.150168 -1.011904 0.174160 0.40 0.22 -0.47
H 1.303746 0.866445 1.051917 0.63 0.93 0.46
H 2.412298 0.933096 -1.237660 0.65 0.82 -0.82
H -1.009946 -1.683688 0.943055 -0.96 1.18 0.16
H -1.485537 0.805545 1.512795 0.40 0.25 0.90
```
Forces are in eV/Å.

Values from the calculation:
Molar mass = 111.680 g mol⁻¹
Energy above the lowest of the compared OMol25 structures with the same formula, charge and spin = 0.00 kcal per mole
Kohn-Sham gap = 10.52 eV
E_HOMO = -9.6 eV
F_max = 3.7 eV/A
E_tot = -29866.5372 eV
SMILES = [SiH3]N[SiH2]Cl
Total charge = 0